DFT (ωB97M-V/def2-TZVPD) results for a structure of composition C2H3O3Sc in a non-equilibrium geometry.

Structure (XYZ):
```
9
Properties=species:S:1:pos:R:3
O 1.00 -0.09 1.02
C 0.73 0.17 -0.27
C -0.12 -1.01 -0.80
O -1.14 -1.35 0.09
Sc -1.00 0.00 1.53
H 0.59 -1.86 -0.95
H -0.47 -0.71 -1.81
H 0.11 1.76 -0.52
O -0.77 1.57 0.32
```

Highest occupied orbital energy   -0.269 hartree
Net charge   0
Kohn-Sham gap   0.207 Eh
Energy above the lowest of the compared OMol25 structures with the same formula, charge and spin   1.184 eV
Energy   -1064.354919 a.u.